A structure of composition C35H95CoN8O9 at a distorted geometry. Source: the OMol25 dataset; level of theory: the ωB97M-V functional and the def2-TZVPD basis.

Positions of all 148 atoms, in Å:
O (-23.64, 15.84, 3.64)
H (-17.80, 14.29, 7.13)
O (-14.19, 14.46, 4.48)
H (-14.67, 12.48, 0.42)
H (-20.84, 19.41, 3.69)
H (-17.15, 12.33, 5.70)
H (-16.34, 16.06, -2.86)
H (-19.55, 17.77, -4.77)
C (-13.65, 21.51, 2.07)
H (-17.95, 10.09, 3.02)
H (-22.43, 16.46, 2.03)
H (-24.41, 12.43, 3.59)
H (-17.91, 18.71, 2.82)
H (-14.60, 22.05, 2.19)
H (-18.68, 22.57, 5.29)
H (-13.50, 16.00, 5.77)
H (-17.57, 14.99, -3.19)
H (-19.92, 17.99, -0.15)
H (-15.80, 15.51, 1.83)
H (-22.58, 16.62, 6.53)
H (-24.03, 13.33, 5.03)
H (-13.77, 18.34, 5.42)
H (-19.50, 15.96, -4.80)
C (-17.10, 12.00, 3.68)
H (-13.97, 20.57, -0.39)
N (-18.64, 17.86, 4.59)
C (-14.53, 20.10, 0.43)
H (-15.23, 18.54, -1.84)
H (-16.87, 14.35, 0.89)
H (-13.88, 16.69, -0.28)
C (-13.35, 13.34, 4.60)
H (-20.68, 10.83, 5.08)
H (-18.25, 16.88, -5.63)
H (-15.24, 11.27, 2.97)
H (-20.69, 12.47, 6.87)
H (-13.41, 14.34, 1.57)
H (-22.27, 17.31, 3.58)
O (-20.58, 16.14, 6.73)
C (-19.46, 14.11, 5.96)
H (-15.43, 20.71, 0.54)
H (-13.41, 12.65, -1.73)
H (-27.39, 13.25, 3.67)
H (-21.55, 17.89, 7.25)
H (-13.35, 14.55, -0.16)
H (-17.83, 21.07, 3.71)
C (-13.57, 12.54, 0.42)
H (-20.39, 15.63, 4.68)
H (-19.12, 14.22, 1.20)
H (-21.47, 17.61, 5.57)
H (-12.35, 13.54, 4.14)
H (-15.50, 9.80, -1.76)
N (-18.22, 14.80, 6.34)
H (-18.55, 21.59, 6.75)
C (-20.52, 18.10, -1.06)
H (-12.07, 11.75, 1.63)
N (-15.75, 18.46, -0.97)
H (-20.16, 22.12, 6.27)
H (-20.30, 13.80, 7.96)
H (-15.43, 18.29, 1.06)
H (-16.53, 11.79, 1.75)
H (-19.22, 18.10, 5.41)
H (-17.46, 20.02, 5.05)
H (-15.65, 12.45, 5.12)
O (-18.66, 10.65, 4.93)
H (-18.51, 15.70, 6.68)
H (-19.94, 11.68, 3.69)
N (-15.85, 16.54, 4.86)
H (-13.83, 12.54, 4.04)
H (-12.60, 15.80, 4.19)
H (-21.12, 17.21, -1.15)
H (-12.96, 18.08, 3.91)
H (-21.56, 14.75, 5.65)
C (-19.90, 10.79, 4.32)
H (-16.79, 15.98, 0.46)
H (-12.08, 11.71, -0.91)
C (-19.20, 21.81, 5.89)
H (-20.40, 18.07, 2.65)
C (-20.55, 15.14, 5.67)
N (-26.80, 13.94, 3.18)
H (-20.17, 15.66, 1.61)
H (-16.56, 19.07, -1.08)
H (-15.48, 12.98, 2.69)
C (-14.88, 18.62, 0.16)
C (-18.06, 17.01, -3.49)
H (-26.01, 14.74, 4.85)
C (-22.96, 16.82, 2.91)
H (-17.97, 16.88, 2.13)
C (-18.90, 17.06, -2.23)
H (-26.47, 13.51, 2.30)
H (-20.11, 9.89, 3.76)
H (-14.41, 18.99, 3.88)
H (-13.00, 17.85, 0.73)
H (-25.50, 12.38, 4.99)
H (-16.66, 17.07, 4.46)
N (-13.11, 11.72, 1.56)
H (-19.03, 12.64, 7.52)
H (-14.80, 16.59, 3.06)
H (-23.62, 17.64, 2.61)
H (-20.00, 19.72, 2.13)
C (-19.92, 13.18, 7.12)
C (-13.58, 15.77, 4.71)
N (-17.15, 15.86, -3.47)
H (-19.25, 13.58, 5.01)
O (-19.72, 18.23, -2.19)
C (-18.90, 16.88, -4.73)
H (-21.12, 19.01, -0.97)
H (-18.02, 12.50, 3.30)
H (-13.17, 13.04, 5.66)
C (-20.06, 19.08, 2.99)
H (-13.28, 10.71, 1.38)
H (-15.74, 11.45, -1.16)
C (-13.12, 11.97, -0.92)
C (-17.57, 10.58, 3.95)
C (-13.97, 18.14, 4.37)
H (-13.21, 21.46, 3.07)
Co (-16.97, 14.73, 4.70)
H (-18.27, 17.01, -1.30)
O (-18.14, 15.28, 3.40)
H (-15.83, 16.87, 5.82)
C (-24.84, 15.25, 3.07)
N (-16.59, 12.63, 4.94)
H (-17.47, 17.91, -3.55)
H (-11.95, 13.91, 0.76)
C (-15.08, 10.82, -1.71)
H (-13.11, 18.09, -1.02)
C (-15.99, 12.00, 2.66)
C (-18.26, 20.27, 4.34)
H (-14.98, 11.16, -2.74)
H (-25.52, 16.02, 2.81)
C (-18.67, 18.95, 3.59)
O (-13.79, 20.20, 1.62)
H (-13.04, 22.14, 1.38)
C (-16.76, 15.36, 1.34)
H (-24.55, 14.80, 2.09)
C (-24.86, 13.00, 4.40)
O (-13.79, 10.73, -1.18)
O (-19.42, 20.65, 5.06)
H (-19.65, 16.22, -2.29)
H (-16.78, 10.06, 4.48)
C (-14.56, 16.75, 4.11)
H (-19.06, 15.82, 0.31)
C (-18.03, 15.77, 2.11)
C (-13.66, 17.73, -0.13)
C (-13.04, 13.91, 0.64)
H (-18.86, 16.95, 4.18)
C (-21.60, 17.09, 6.50)
C (-19.20, 15.33, 1.27)
C (-25.60, 14.24, 3.96)

Values from the calculation:
HOMO level (spin up / spin down) = -10.8130 / -10.8132 eV
Spin multiplicity = 4
Net charge = +1
Gap between HOMO and LUMO (spin up / spin down) = 0.325 / 0.324 Eh
E = -105802.627 eV
F_max = 3.234 eV Å⁻¹

A cluster of 12 separate species, C35H98N18O12 in total at a distorted geometry. Source: the OMol25 dataset; level of theory: the ωB97M-V functional and the def2-TZVPD basis.

Positions of all 163 atoms, in Å:
H (19.50, 17.74, 16.73)
C (9.84, 8.94, 16.87)
N (14.83, 18.05, 9.76)
H (16.20, 15.87, 12.76)
H (17.76, 16.76, 11.03)
H (9.69, 13.06, 9.02)
H (9.98, 13.79, 6.17)
H (18.52, 15.05, 16.23)
O (12.49, 12.94, 7.22)
C (18.31, 12.62, 9.22)
C (15.48, 13.34, 12.49)
H (17.62, 17.16, 14.27)
H (6.49, 11.81, 16.29)
H (9.00, 8.81, 17.54)
H (15.17, 10.41, 8.50)
C (10.04, 10.24, 16.08)
N (9.94, 13.24, 13.14)
H (18.70, 15.82, 6.67)
H (10.13, 12.06, 7.86)
H (15.71, 15.27, 16.47)
H (19.19, 19.41, 16.64)
C (7.56, 11.83, 16.07)
H (7.35, 8.59, 14.81)
C (19.00, 15.99, 7.74)
H (8.45, 15.15, 7.92)
H (13.88, 20.38, 9.65)
H (16.90, 11.96, 15.72)
H (7.13, 10.17, 13.10)
C (18.64, 17.43, 14.10)
O (13.97, 10.72, 11.38)
H (14.28, 13.67, 6.79)
H (18.06, 10.90, 16.50)
C (11.55, 10.25, 15.62)
C (19.32, 13.01, 15.20)
H (21.42, 13.54, 13.48)
C (8.43, 11.79, 17.34)
O (18.38, 14.95, 8.52)
C (20.90, 14.34, 14.08)
N (18.63, 11.29, 8.68)
H (19.04, 15.96, 11.50)
O (16.97, 9.24, 11.05)
C (9.90, 11.47, 16.96)
C (13.94, 18.59, 10.66)
H (13.15, 13.64, 5.40)
H (6.08, 11.38, 13.83)
C (17.26, 9.13, 12.23)
N (16.64, 9.77, 13.24)
N (13.83, 19.98, 10.59)
H (14.86, 17.05, 9.64)
H (14.78, 12.42, 15.58)
O (9.44, 9.38, 13.99)
C (7.75, 10.67, 15.07)
C (7.13, 11.05, 13.69)
H (8.04, 10.92, 17.94)
H (7.72, 11.89, 13.18)
H (19.38, 12.68, 17.25)
H (5.98, 9.60, 15.62)
H (14.90, 12.43, 12.12)
H (18.73, 11.80, 11.17)
H (12.02, 11.02, 11.90)
H (18.08, 14.60, 17.75)
C (14.67, 14.57, 12.12)
H (12.14, 10.14, 16.54)
H (8.31, 12.67, 17.94)
C (13.49, 13.09, 6.27)
C (18.84, 18.44, 16.20)
H (21.59, 15.17, 14.27)
C (14.86, 14.57, 10.58)
C (7.02, 9.39, 15.52)
N (17.99, 14.35, 16.77)
H (11.75, 11.30, 15.26)
H (20.10, 15.73, 7.73)
O (20.47, 13.81, 15.33)
H (9.46, 14.12, 12.89)
N (14.98, 15.70, 15.92)
H (11.93, 16.53, 11.24)
H (19.90, 17.81, 12.41)
O (13.51, 14.64, 17.31)
H (9.53, 16.14, 6.99)
H (15.23, 18.68, 9.12)
H (17.07, 18.91, 12.53)
H (13.59, 13.04, 14.51)
C (14.00, 10.84, 10.14)
O (8.92, 16.01, 12.00)
H (19.79, 13.52, 7.84)
N (15.17, 15.80, 12.71)
H (9.52, 18.26, 12.82)
N (12.73, 15.70, 15.48)
H (10.00, 15.63, 8.61)
H (20.05, 14.75, 13.51)
H (13.11, 20.38, 11.17)
H (14.52, 11.46, 14.18)
C (11.67, 14.07, 7.59)
C (9.50, 15.30, 7.72)
H (10.58, 11.31, 17.80)
H (14.38, 15.40, 10.10)
H (19.33, 16.66, 14.32)
H (19.56, 11.97, 14.95)
C (17.57, 11.84, 16.52)
O (15.65, 13.10, 13.89)
H (12.09, 14.98, 7.18)
H (18.51, 8.50, 13.62)
H (17.90, 10.84, 8.08)
H (10.20, 12.34, 16.42)
C (18.75, 13.61, 8.14)
H (9.67, 8.23, 16.11)
N (14.92, 10.10, 9.41)
H (12.97, 15.74, 14.52)
C (13.73, 15.34, 16.31)
H (14.07, 12.14, 5.94)
H (14.69, 16.62, 12.45)
N (11.30, 11.46, 12.48)
H (10.99, 15.00, 11.22)
C (14.53, 12.48, 14.52)
C (10.14, 13.94, 7.26)
H (18.73, 10.68, 9.39)
C (19.03, 12.70, 10.61)
O (13.31, 17.92, 11.52)
H (18.64, 13.43, 14.46)
H (9.55, 12.74, 13.91)
C (9.96, 16.62, 11.81)
H (12.47, 12.22, 10.07)
O (10.93, 13.18, 11.08)
H (17.20, 12.77, 9.35)
N (10.11, 18.00, 12.10)
N (9.53, 12.86, 8.01)
N (11.08, 16.02, 11.29)
H (18.18, 13.26, 7.22)
H (11.08, 18.14, 12.29)
H (20.13, 12.58, 10.36)
H (16.04, 10.54, 12.95)
H (16.99, 11.83, 17.46)
H (18.58, 19.85, 12.82)
C (18.81, 17.72, 12.59)
N (9.25, 10.51, 14.87)
C (10.70, 12.63, 12.17)
H (13.64, 14.47, 12.42)
H (9.66, 9.80, 13.12)
N (18.37, 8.47, 12.63)
H (7.61, 12.76, 15.57)
H (16.46, 13.33, 12.06)
H (7.30, 9.23, 16.57)
H (10.76, 8.63, 17.34)
H (11.79, 15.32, 15.60)
H (18.21, 19.27, 11.16)
H (12.99, 11.75, 8.56)
H (18.89, 13.55, 11.24)
N (18.36, 16.62, 11.83)
H (19.14, 8.27, 11.97)
H (18.76, 16.98, 8.05)
H (11.69, 14.10, 8.66)
H (11.15, 10.91, 13.28)
C (18.62, 12.99, 16.55)
H (17.04, 9.88, 14.13)
H (15.76, 9.91, 9.94)
N (13.10, 11.66, 9.54)
H (15.94, 14.71, 10.39)
H (17.81, 18.33, 16.50)
H (14.55, 13.60, 10.10)
H (11.80, 9.40, 15.04)
H (15.10, 15.80, 14.88)
O (18.99, 18.58, 14.82)
C (18.12, 19.03, 12.26)

Values from the calculation:
Structure (SMILES) = CC1(C)CCCC(C)(C)N1O.COC[C@H](C)N.COC[C@H](C)N.COC[C@H](C)N.COC[C@H](C)N.COC[C@H](C)N.NC(N)=O.NC(N)=O.NC(N)=O.NC(N)=O.NC(N)=O.NC(N)=O
HOMO level = -8.7564 eV
Net charge = 0
Gap between HOMO and LUMO = 0.324 Eh
E = -89278.520 eV
Relative energy (zero: lowest compared OMol25 entry of this formula, charge and spin) = 0.0 kJ/mol
F_max = 3.896 eV Å⁻¹

A cluster of 14 separate species, C35H98O14 in total at a distorted geometry. Source: the OMol25 dataset; level of theory: the ωB97M-V functional and the def2-TZVPD basis.

Positions of all 147 atoms, in Å:
C (1.08, 4.83, 2.96)
H (2.17, -1.09, -3.02)
H (1.86, -5.63, 1.02)
C (2.73, -4.32, -2.22)
H (3.31, 4.81, -4.04)
O (-3.23, 1.41, -3.79)
H (-3.69, 3.19, 2.16)
O (3.29, 1.76, 0.91)
H (2.69, -5.24, 2.54)
C (0.92, -2.93, 3.00)
C (-3.20, 3.73, 1.35)
H (3.95, 1.75, 3.42)
C (3.81, 3.93, -3.56)
H (-1.75, 2.42, 1.10)
H (1.84, 0.90, 4.24)
H (-5.81, -3.10, 3.45)
C (-4.23, 4.41, 0.44)
H (-4.12, -4.28, 0.64)
H (1.61, 4.66, 3.92)
O (4.24, -3.23, -0.73)
C (1.40, -3.63, 1.77)
C (0.89, 0.57, 4.57)
H (-0.63, 1.31, -1.51)
O (1.62, -0.50, 0.39)
H (-3.50, -5.73, 2.84)
H (3.19, 4.67, -0.26)
C (0.43, 3.61, 2.40)
H (-5.75, -1.94, 0.81)
H (1.90, 1.20, -3.57)
H (2.17, -2.07, 1.01)
H (-5.14, 3.79, 0.23)
C (2.16, 0.53, -4.37)
H (-1.68, 1.18, 5.56)
O (0.18, -2.26, -3.93)
H (-1.76, -4.21, -4.05)
C (-1.82, -1.46, -4.88)
H (3.66, 1.80, -2.09)
H (-1.44, -0.89, -0.67)
H (0.45, -1.91, 2.74)
H (0.05, -3.44, 3.46)
H (2.66, -5.07, -2.99)
H (-1.61, -6.07, 0.63)
H (-3.45, -0.96, 4.30)
C (3.28, 3.71, -2.16)
C (3.47, 4.90, -1.31)
H (-5.92, 0.03, -2.22)
C (-3.66, -5.14, 0.98)
H (0.97, -0.54, 4.61)
C (4.56, 1.35, 1.42)
C (1.76, -5.08, 1.97)
O (-5.83, -2.13, 3.54)
H (2.80, -3.32, -2.66)
H (-1.22, 1.08, 7.20)
H (0.29, 5.60, 3.12)
C (-1.90, -3.46, -3.24)
H (-1.65, -4.68, 1.39)
H (-1.13, -0.41, 6.18)
O (2.56, -2.90, 1.39)
H (-4.26, -6.01, 0.66)
H (0.72, -3.59, 0.97)
H (0.58, 2.21, 5.89)
H (-4.18, -0.45, -2.11)
H (-1.39, -1.36, -2.89)
H (0.00, 3.79, 1.38)
C (3.86, -4.50, -1.30)
H (-3.95, -2.32, 2.53)
H (1.61, -2.77, 3.80)
H (-0.02, 0.66, 0.76)
H (-0.11, 6.22, -1.85)
H (-6.19, -0.42, 1.55)
C (0.38, 0.81, -1.28)
H (3.59, 3.09, -4.20)
H (-1.79, -2.01, -5.81)
H (5.24, -4.47, -3.03)
H (6.04, -4.97, -1.60)
H (5.19, 0.45, 3.26)
H (-0.13, 4.04, -2.97)
H (-1.40, -3.77, -2.34)
O (3.90, 2.58, -1.55)
O (4.00, -0.11, -3.04)
H (-4.59, 5.35, 0.85)
H (1.78, -4.37, -1.67)
H (0.88, -5.58, 2.42)
H (-2.44, 4.44, 1.75)
O (1.97, 5.46, 2.08)
C (0.46, 1.12, 5.93)
C (-0.52, -1.24, -0.20)
H (-2.34, 4.08, -3.90)
H (-4.63, 0.23, 3.88)
H (2.70, 4.82, 1.97)
C (-4.89, 0.42, -2.27)
H (4.90, 0.49, 0.81)
C (-2.20, -5.17, 0.55)
H (4.31, -0.82, -2.46)
H (-0.05, -2.00, -0.82)
H (4.90, 4.24, -3.51)
H (3.66, -5.28, -0.52)
O (-2.03, 4.78, -3.35)
H (-2.99, -3.41, -3.11)
H (-0.27, 4.98, -0.63)
H (3.54, 2.18, 0.04)
C (2.85, -0.66, -3.73)
H (4.90, -6.06, -2.27)
H (-3.28, 0.04, 2.81)
O (-3.84, -4.92, 2.41)
H (3.72, -3.04, 0.06)
H (-2.89, -1.18, -4.71)
H (1.21, 1.56, -1.21)
H (0.17, 0.88, 3.82)
H (-2.69, 0.62, -3.74)
H (1.26, 0.31, -4.85)
H (3.12, -1.47, -4.34)
H (-1.70, 5.81, -1.15)
C (-5.36, -1.09, 1.35)
H (3.64, 0.06, 2.82)
H (1.09, 2.79, 2.28)
C (4.28, 0.89, 2.81)
O (1.49, 0.66, 6.80)
H (-0.37, 3.21, 3.01)
H (-1.99, -4.66, -0.34)
H (0.50, 0.24, -2.22)
C (-4.77, -1.60, 2.69)
H (2.11, 3.49, -2.28)
C (-1.23, -2.12, -3.68)
H (2.25, 0.22, 0.39)
C (5.06, -4.98, -2.09)
H (-4.70, 1.11, -1.49)
H (1.15, 0.71, 7.71)
C (-4.01, -0.54, 3.44)
H (5.27, 2.18, 1.26)
H (-5.16, 1.93, -3.96)
H (-4.92, 0.31, -4.45)
H (-1.42, 3.43, -1.87)
H (-1.31, -0.55, -5.09)
H (-0.88, -1.73, 0.72)
H (2.82, 5.78, -1.57)
H (-3.67, 4.60, -0.50)
C (-0.76, 5.42, -1.50)
H (-4.60, -0.72, 0.66)
H (2.81, 0.95, -5.13)
C (-0.96, 0.68, 6.25)
H (4.53, 5.22, -1.25)
C (0.30, -0.02, 0.00)
O (-2.49, 2.72, 0.60)
C (-1.04, 4.31, -2.40)
C (-4.63, 0.97, -3.63)
H (0.42, -3.07, -3.47)

Values from the calculation:
HOMO level = -9.8198 eV
Net charge = 0
Gap between HOMO and LUMO = 0.373 Eh
E = -66545.836 eV
Relative energy (zero: lowest compared OMol25 entry of this formula, charge and spin) = 210.8 kJ/mol
F_max = 3.646 eV Å⁻¹